1.
{"formula": "C27H21ClN2OPS4Tl", "method": "wB97M-V/def2-TZVPD", "elements": ["Tl", "O", "C", "S", "C", "C", "S", "S", "S", "N", "P", "C", "C", "C", "C", "C", "C", "C", "C", "C", "C", "C", "C", "C", "C", "C", "C", "C", "N", "H", "H", "H", "H", "H", "H", "H", "H", "H", "H", "H", "H", "H", "H", "H", "Cl", "C", "C", "C", "C", "C", "C", "C", "H", "H", "H", "H", "H", "H"], "coordinates": [[0.35692, 0.56352, 0.38374], [4.96118, 4.83872, -0.72461], [4.05019, 4.06123, -0.79634], [2.34649, 4.51031, -0.61472], [1.67267, 2.91734, -0.89525], [2.54846, 1.91196, -1.13004], [2.15829, 0.21095, -1.37165], [4.24964, 2.32670, -1.10170], [-0.07808, 2.76242, -0.76494], [-2.58560, -1.72536, 0.66862], [-2.66424, -0.03466, 0.40929], [-4.38708, 0.11355, -0.15756], [-4.62085, 0.00939, -1.52801], [-5.91287, 0.07784, -2.02464], [-6.97880, 0.26197, -1.15532], [-6.75239, 0.37973, 0.20871], [-5.46053, 0.30794, 0.70858], [-2.71603, 0.64646, 2.10503], [-2.85603, -0.13323, 3.24873], [-2.82173, 0.45288, 4.50618], [-2.64419, 1.82344, 4.62929], [-2.49570, 2.60725, 3.49330], [-2.52572, 2.02138, 2.23712], [-1.47969, -2.52289, 0.43671], [-1.58925, -3.91268, 0.58243], [-0.48050, -4.69203, 0.34955], [0.71591, -4.08931, -0.02446], [0.73555, -2.71820, -0.13827], [-0.33494, -1.94166, 0.08836], [-3.42564, -2.22548, 0.91861], [-3.78605, -0.11645, -2.20758], [-6.08575, -0.00010, -3.08964], [-7.98738, 0.32403, -1.54237], [-7.58217, 0.53369, 0.88578], [-5.28766, 0.41856, 1.77186], [-2.97252, -1.20671, 3.16016], [-2.92843, -0.16257, 5.38979], [-2.60972, 2.27936, 5.60974], [-2.34126, 3.67430, 3.58346], [-2.37720, 2.64005, 1.35807], [-2.53531, -4.35228, 0.86974], [-0.54547, -5.76688, 0.45772], [1.61069, -4.66299, -0.21290], [1.64606, -2.19635, -0.40540], [5.73603, -3.27067, 2.39607], [4.32432, -2.25615, 2.45330], [3.09468, -2.81689, 2.75231], [1.97127, -2.00566, 2.78667], [2.06024, -0.63723, 2.53468], [0.84295, 0.21411, 2.50275], [3.31435, -0.10299, 2.23020], [4.44458, -0.90080, 2.19180], [3.02094, -3.87660, 2.95510], [1.00659, -2.44536, 3.01490], [1.00428, 1.20360, 2.92876], [-0.00614, -0.24465, 3.00376], [3.40910, 0.95266, 1.99904], [5.40944, -0.47781, 1.94948]], "de_lowest_ev": 0.0000, "charge": 0, "molar_mass_g_mol": 788.6, "total_energy_ha": -3793.058690}

=====

2.
{"formula": "C7H10CdIN", "method": "wB97M-V/def2-TZVPD", "elements": ["C", "C", "C", "C", "C", "Cd", "N", "C", "C", "H", "H", "H", "H", "H", "H", "H", "H", "H", "H", "I"], "coordinates": [[-0.40677, 1.04214, -1.42980], [0.99033, 1.17994, -1.19251], [1.16073, 2.00514, -0.04461], [-0.12857, 2.36704, 0.43439], [-1.09977, 1.76834, -0.41961], [0.02283, -0.00976, 0.65269], [-1.29157, -1.31606, 0.68180], [-0.33677, -2.36156, 0.15909], [1.05253, -1.70406, -0.03621], [2.11503, 2.27764, 0.41029], [1.78973, 0.73164, -1.78290], [-0.34067, 2.96824, 1.31989], [-2.18357, 1.83784, -0.30701], [-0.86847, 0.44554, -2.21880], [1.41683, -1.77826, -1.07091], [-0.28767, -3.20346, 0.87930], [-2.26597, -1.61856, 0.67679], [1.80863, -2.06556, 0.67689], [-0.71307, -2.75176, -0.80720], [-0.43377, 0.18554, 3.41840]], "charge": -2, "molar_mass_g_mol": 347.5, "total_energy_ha": -792.726924}

=====

3.
{"formula": "C6H15ClOSi2", "method": "wB97M-V/def2-TZVPD", "elements": ["C", "C", "Si", "C", "Cl", "O", "Si", "C", "C", "C", "H", "H", "H", "H", "H", "H", "H", "H", "H", "H", "H", "H", "H", "H", "H"], "coordinates": [[1.24581, -2.82294, -1.58718], [0.76680, -2.17435, -0.54696], [-1.02571, -1.81715, -0.31070], [-2.25005, -1.24821, -1.63494], [-1.80082, -2.89327, 1.10252], [-0.90163, 0.07610, 0.67465], [0.10524, 1.29548, 0.89659], [-0.86559, 2.72311, 1.62292], [1.69942, 0.67884, 1.87726], [0.81060, 1.61796, -0.80951], [2.27599, -3.17253, -1.53397], [0.61580, -3.16476, -2.42310], [1.37888, -1.79958, 0.15665], [-3.18888, -1.90791, -1.75971], [-2.78557, -0.35632, -1.15353], [-1.86358, -0.72662, -2.55121], [-0.16740, 3.52769, 1.93407], [-1.53565, 3.31209, 1.05929], [-1.26650, 2.48099, 2.61185], [1.72925, 0.68253, 2.92079], [1.82956, -0.43198, 1.60152], [2.66812, 0.96415, 1.28790], [0.85762, 0.63995, -1.22313], [0.03401, 2.15699, -1.46794], [1.63428, 2.35974, -0.74414]], "de_lowest_ev": 0.0000, "charge": 0, "smiles": "C=C[Si@@](C)(Cl)O[Si](C)(C)C", "molar_mass_g_mol": 194.8, "total_energy_ha": -1352.080308}

=====

4.
{"formula": "C34H50P2Re", "method": "wB97M-V/def2-TZVPD", "elements": ["Re", "C", "C", "C", "C", "C", "C", "H", "H", "H", "C", "H", "H", "H", "C", "H", "H", "H", "C", "H", "H", "H", "C", "H", "H", "H", "C", "C", "C", "C", "C", "C", "C", "C", "H", "H", "H", "H", "H", "H", "H", "H", "H", "H", "H", "H", "P", "P", "C", "C", "H", "H", "H", "H", "C", "H", "H", "H", "C", "H", "H", "H", "C", "H", "H", "H", "C", "H", "H", "H", "C", "C", "C", "C", "C", "C", "C", "C", "C", "C", "H", "H", "H", "H", "H", "H", "H"], "coordinates": [[0.53853, -1.23783, 0.81028], [-0.34472, -2.89095, 1.76449], [1.04708, -3.14813, 1.50050], [0.91665, -1.28613, 2.87703], [-0.41994, -1.73505, 2.61238], [1.82921, -2.16636, 2.19962], [-1.51146, -3.75046, 1.40973], [-1.28366, -4.42162, 0.57564], [-2.39096, -3.14667, 1.14558], [-1.79210, -4.36256, 2.28119], [-1.63024, -1.16561, 3.27158], [-2.56058, -1.54991, 2.83488], [-1.60916, -0.06855, 3.18327], [-1.62892, -1.40550, 4.34762], [1.21368, -0.11754, 3.74616], [1.09006, -0.37630, 4.80998], [0.47122, 0.67117, 3.52343], [2.22826, 0.28208, 3.61078], [3.31428, -2.10748, 2.28414], [3.67362, -2.66719, 3.15821], [3.66576, -1.07791, 2.39644], [3.78129, -2.54155, 1.39484], [1.59493, -4.32918, 0.77368], [1.93216, -5.08889, 1.48973], [2.45544, -4.05818, 0.15178], [0.83113, -4.77953, 0.12979], [-1.51683, 0.13867, -4.52300], [-1.51788, -1.19243, -4.70476], [-0.69967, -1.91207, -5.74640], [0.73239, -1.37747, -5.98876], [1.45938, -0.83012, -4.79901], [1.50001, 0.47786, -4.49069], [0.60285, 1.53234, -5.10086], [-0.85059, 1.10582, -5.44718], [-1.22701, -1.90643, -6.71714], [0.68696, -0.60044, -6.76576], [-0.64718, -2.96966, -5.44314], [-0.85293, 0.67647, -6.45858], [-2.15901, 0.59521, -3.76565], [-2.26782, -1.82160, -4.20876], [-1.45267, 2.03236, -5.46612], [0.57651, 2.38565, -4.40270], [2.28181, 0.87849, -3.83136], [1.05074, 1.93236, -6.02704], [1.31615, -2.22508, -6.38954], [2.08174, -1.55441, -4.27640], [-0.84754, -0.68862, -1.07926], [1.89011, 0.69063, -0.05565], [-0.14373, 0.75889, -1.98849], [0.92066, 1.61950, -1.31180], [-0.98217, 1.40167, -2.30203], [0.26152, 0.29975, -2.89883], [1.63619, 2.01611, -2.05059], [0.44328, 2.48647, -0.83047], [2.38137, 1.84154, 1.23820], [3.04332, 1.32908, 1.94449], [1.50331, 2.22424, 1.77115], [2.92624, 2.66990, 0.77764], [3.41491, 0.03739, -0.78400], [3.83306, 0.79065, -1.46415], [3.21650, -0.89360, -1.33279], [4.12837, -0.17330, 0.02611], [-2.60384, -0.40226, -0.81868], [-3.01470, -1.25960, -0.26984], [-3.11575, -0.31133, -1.78613], [-2.75570, 0.50910, -0.22721], [-0.57761, -2.29257, -1.88227], [0.41503, -2.70206, -1.65289], [-0.65735, -2.18936, -2.96702], [-1.33700, -3.00688, -1.53259], [-2.04532, 4.17435, 6.25784], [-1.60305, 2.84283, 6.43228], [-1.25323, 2.07662, 5.32609], [-1.32424, 2.63871, 4.02152], [-1.00028, 1.93517, 2.87288], [-1.19298, 2.38868, 1.60657], [-1.66964, 3.72593, 1.42669], [-1.97242, 4.51446, 2.51955], [-1.81321, 4.00549, 3.83985], [-2.15461, 4.73889, 4.99342], [-2.31752, 4.75903, 7.13829], [-1.54912, 2.42494, 7.43639], [-0.93186, 1.03386, 5.44863], [-1.00568, 1.75546, 0.74400], [-1.79005, 4.09844, 0.40983], [-2.35107, 5.52976, 2.39862], [-2.51267, 5.76236, 4.87478]], "de_lowest_ev": 0.0000, "charge": 2, "molar_mass_g_mol": 706.9, "multiplicity": 4, "total_energy_ha": -2085.844836}